C30H38N4O5Se2Si2Sr | ωB97M-V/def2-TZVPD

The LUMO energy (spin up / spin down) comes out at 3.77 / 4.11 eV. The charge is -2. The HOMO energy (spin up / spin down) is -1.27 / -2.01 eV. The value obtained for the frontier orbital gap (spin up / spin down) is 5.04 / 6.12 eV. As for the energy above the lowest of the compared OMol25 structures with the same formula, charge and spin: 0.00 kcal/mol.

```
82
C30H38N4O5Se2Si2Sr | OMol25 | ωB97M-V/def2-TZVPD
Sr 0.6961 0.6344 0.6282
Se -1.4270 -3.4336 -1.6560
Se -4.1126 -2.3093 -2.0523
Si -1.8796 3.2059 0.5632
Si 2.1967 0.1988 -2.9322
O 0.5126 -0.5812 5.0076
O 2.8579 2.3712 3.7426
O 2.4422 -1.1476 1.1604
O 0.2047 0.0625 2.8863
O 2.3349 2.0102 1.5918
N -1.3604 -2.3183 0.9338
N 1.4653 1.3670 -1.8951
N -0.5660 2.6420 -0.4242
N -2.6404 0.0679 -2.3055
C -2.1355 1.2095 -4.3570
C 3.6646 -0.4544 1.5385
C 2.9864 0.8356 -4.5310
C 2.3210 -1.9167 2.3827
C -2.8426 0.2516 -5.0723
C 2.3260 -0.8462 3.4897
C -3.3102 -0.8621 -2.9909
C 0.6819 5.4477 -2.4323
C 1.7469 4.8269 -3.1215
C -3.4302 -0.7930 -4.3866
C -1.5609 -4.7017 0.8861
C 2.0103 3.5025 -2.9249
C 4.6092 -1.6370 1.7677
C 3.2988 0.2126 2.8654
C -1.3984 -2.3929 2.2682
C 0.8945 -0.3988 3.8533
C 0.8804 -1.0178 -3.4465
C -2.0674 1.0627 -2.9795
C 0.1739 3.3345 -1.2702
C -3.3008 3.8967 -0.4665
C -0.0628 4.7223 -1.5494
C -2.5215 1.7054 1.4716
C 1.2551 2.6614 -2.0401
C -1.2818 4.4879 1.8026
C -1.5690 -4.7630 2.2632
C 3.6518 -2.6787 2.3936
C -1.4549 -3.4578 0.2407
C -1.4942 -3.5761 2.9819
C 2.7712 1.6664 2.7414
C 3.5547 -0.7255 -2.0169
H 0.2062 -0.5677 -4.1803
H -1.3238 -1.4490 2.7939
H 5.0100 -1.9866 0.8153
H 3.5836 -3.5774 1.7794
H 3.9345 -2.9730 3.4040
H -1.6377 -5.5932 0.2792
H 3.1675 -1.2964 -1.1722
H -0.8606 5.2078 -1.0032
H 2.8429 3.0487 -3.4424
H 0.2560 -1.3576 -2.6194
H -1.5187 1.7756 -2.3760
H -3.9744 -1.5716 -4.9033
H 2.3633 5.4065 -3.7994
H 1.3263 -1.9075 -3.9014
H -1.6410 -5.7205 2.7675
H 3.9440 0.2411 0.7518
H 1.4220 -2.5285 2.3332
H 3.9119 1.3908 -4.3674
H -3.4439 1.9699 1.9972
H -1.4992 -3.5450 4.0629
H -1.8316 1.3069 2.2211
H 4.0226 -1.4311 -2.7104
H 5.4430 -1.3712 2.4185
H -3.6574 3.1218 -1.1491
H 2.7548 -1.2623 4.4012
H -2.0391 4.6484 2.5751
H -4.1301 4.1601 0.1973
H 2.3040 1.4606 -5.1087
H -2.9276 0.3116 -6.1522
H 4.3296 -0.0484 -1.6497
H -1.6425 2.0457 -4.8360
H 0.4704 6.4986 -2.5935
H -1.0612 5.4496 1.3360
H -2.7642 0.9067 0.7635
H 4.1854 0.2857 3.4986
H 3.2277 -0.0450 -5.1360
H -3.0450 4.7760 -1.0572
H -0.3707 4.1392 2.2932
```

C30H38NO2Si | ωB97M-V/def2-TZVPD

The LUMO energy comes out at -5.46 eV. The charge is +1. The HOMO energy is -10.69 eV. The value obtained for the frontier orbital gap is 5.23 eV.

```
72
C30H38NO2Si | OMol25 | ωB97M-V/def2-TZVPD
Si 3.5034 2.0389 -2.3385
O 2.1781 1.6386 -1.3479
O 0.1092 1.6208 -2.2543
N -4.1087 -3.0459 -0.2742
C -5.0200 -3.7371 0.6173
C -0.3421 1.0777 3.1068
C 1.8778 0.1655 3.5128
C 1.9450 -1.6424 2.0299
C 4.5074 2.9999 -1.1076
C -2.8886 -2.5431 0.1997
C -1.2796 1.5435 -1.8247
C -0.1343 1.9460 4.1869
C -0.6972 -2.8863 1.1840
C -4.4921 3.5395 -2.7451
C -1.8775 -3.4019 0.6771
C 0.6839 0.2179 2.7100
C 4.2496 -2.7723 3.1902
C 3.6054 -3.3947 2.1073
C -4.2819 -3.3677 -1.6768
C 4.2966 0.4409 -2.8556
C 2.9208 3.0633 -3.7687
C -0.4938 -1.4855 1.2464
C 0.8217 -0.2091 -0.8361
C -2.1311 2.4946 -2.6707
C 0.7154 -0.9041 1.7679
C 2.0472 0.9717 4.6287
C -2.6752 -1.1450 0.2174
C 2.4501 -2.8452 1.5309
C 2.6522 -0.9865 3.0982
C 1.0234 0.9854 -1.4867
C 1.0449 1.8948 4.9479
C 3.7621 -1.5638 3.7002
C -1.5192 -0.6372 0.7731
C -3.4763 2.6908 -1.9831
H 4.5438 -0.1842 -1.9867
H 5.4733 3.3036 -1.5318
H 2.1374 2.5558 -4.3448
H 0.0701 -3.5623 1.5547
H 3.6456 -0.1414 -3.5212
H 5.2288 0.6577 -3.3967
H 1.9609 -3.3319 0.6883
H -3.6030 -2.7572 -2.2841
H 5.1263 -3.2356 3.6439
H -6.0449 -3.5768 0.2592
H 3.7681 3.2638 -4.4402
H -5.3982 3.6414 -2.1426
H -4.0790 -4.4341 -1.8728
H -1.3224 1.8329 -0.7656
H 4.2123 -1.0711 4.5619
H -1.3001 1.0710 2.5957
H 4.6941 2.3989 -0.2071
H -2.0399 -4.4815 0.6347
H 0.0059 -0.8025 -1.2517
H -4.8227 -4.8205 0.6451
H -1.6229 0.5060 -1.9346
H -1.6274 3.4655 -2.8006
H -0.9134 2.6624 4.4490
H -4.7719 3.0744 -3.6946
H 3.9663 3.9033 -0.7949
H -4.9238 -3.3302 1.6315
H -3.2881 3.1522 -1.0046
H -5.3205 -3.1596 -1.9632
H -4.1046 4.5421 -2.9466
H -1.3526 0.4372 0.7669
H 4.0037 -4.3313 1.7155
H -3.9115 1.7029 -1.7814
H -3.4589 -0.4849 -0.1645
H 1.7281 -0.7217 -0.5197
H 1.1699 2.5593 5.8024
H -2.2719 2.0501 -3.6671
H 2.5205 4.0265 -3.4281
H 2.9461 0.8579 5.2340
```